ORCA calculation (ωB97M-V/def2-TZVPD) on C6H16N as an isolated structure at a distorted geometry.

Structure (XYZ):
```
23
Properties=species:S:1:pos:R:3
C -0.24 -0.09 0.26
C 1.62 -0.27 -1.67
C 2.65 0.16 -0.73
H 2.98 1.27 -0.84
H -0.41 -1.07 4.68
H 0.27 -0.95 0.74
H 1.26 -1.38 -1.63
H 2.32 -0.09 0.33
H -0.66 0.60 1.00
H -2.27 1.47 -0.78
H -3.06 0.07 -1.81
H 3.55 -0.41 -0.96
H -2.88 -0.04 -0.11
H 2.12 -0.21 -2.69
H -0.83 0.34 3.96
H 0.07 1.07 -2.53
H -1.99 -0.58 4.66
H 0.46 1.47 -0.94
C -0.91 -0.29 -1.01
H -0.87 -1.33 -1.53
C -2.35 0.34 -1.02
C 0.25 0.57 -1.47
N -1.10 -0.63 4.08
```

Values from the calculation:
Charge   +1
Relative energy (zero: lowest compared OMol25 entry of this formula, charge and spin)   104.6 kcal/mol
Kohn-Sham gap   0.2644 hartree
HOMO level   -13.40 eV
LUMO   -6.205 eV
F_max   4.67 eV Å⁻¹

For reference, the natural (NBO) charges in units of e are: C 0.09; C -0.39; C -0.63; H 0.24; H 0.37; H 0.27; H 0.21; H 0.20; H 0.26; H 0.23; H 0.26; H 0.25; H 0.24; H 0.25; H 0.35; H 0.39; H 0.38; H 0.29; C -0.29; H 0.28; C -0.62; C -0.52; N -1.09